No. 1
{"formula": "C2H2FOP", "method": "the ωB97M-V functional and the def2-TZVPD basis", "de_lowest_kj_mol": 151.0, "smiles": "[H]/P=C/C(=O)F", "largest_force_ev_per_a": 4.78, "lumo_ev": -0.8, "elements": ["C", "C", "O", "F", "P", "H", "H"], "positions_angstrom": [[0.779, 0.352, -0.331], [2.408, 0.907, -0.940], [3.058, 1.809, -0.555], [2.700, 0.216, -2.049], [0.229, -1.068, -0.986], [0.392, 0.637, 0.627], [-1.004, -0.743, -0.260]]}


No. 2
{"formula": "C4H12OS2", "method": "the ωB97M-V functional and the def2-TZVPD basis", "de_lowest_kj_mol": 0.0, "charge": 1, "spin_multiplicity": 2, "s_squared": 0.75, "largest_force_ev_per_a": 0.73, "lumo_ev": [-4.2, -7.4], "elements": ["C", "O", "C", "H", "H", "H", "H", "H", "H", "C", "S", "S", "C", "H", "H", "H", "H", "H", "H"], "positions_angstrom": [[-0.238, 2.092, 2.603], [-0.535, 0.778, 3.098], [0.506, 1.929, 1.302], [-1.180, 2.628, 2.470], [0.389, 2.625, 3.321], [-0.972, 0.863, 3.942], [-0.119, 1.396, 0.581], [0.807, 2.911, 0.941], [1.407, 1.331, 1.461], [-0.655, -1.420, 0.797], [-0.912, -0.855, -0.891], [0.991, -0.711, -1.508], [0.789, -0.652, -3.314], [-0.548, -2.506, 0.804], [0.240, -0.967, 1.215], [-1.533, -1.152, 1.378], [0.495, 0.345, -3.645], [1.765, -0.878, -3.735], [-0.004, -1.333, -3.609]]}


No. 3
{"formula": "C3H3Cl2NO2", "method": "the ωB97M-V functional and the def2-TZVPD basis", "de_lowest_kj_mol": 240.7, "largest_force_ev_per_a": 2.94, "lumo_ev": [-0.3, -0.3], "elements": ["C", "C", "C", "N", "O", "O", "Cl", "Cl", "H", "H", "H"], "positions_angstrom": [[0.081, -1.409, 0.245], [0.610, 1.135, 0.222], [-0.112, 0.602, -0.874], [-0.829, -1.576, 1.016], [0.200, 1.515, 1.261], [-1.441, 0.818, -0.859], [1.568, -1.963, -0.257], [2.345, 1.202, -0.259], [0.461, 0.518, -1.800], [-1.341, -2.340, 1.438], [-1.541, 1.499, -0.134]]}


No. 4
{"formula": "C8H10GdO8P", "method": "the ωB97M-V functional and the def2-TZVPD basis", "de_lowest_kj_mol": 809.9, "charge": 2, "spin_multiplicity": 8, "s_squared": 15.86, "largest_force_ev_per_a": 16.74, "lumo_ev": [-9.6, -10.2], "elements": ["O", "C", "Gd", "O", "C", "C", "O", "C", "O", "C", "O", "H", "C", "O", "P", "O", "C", "O", "C", "H", "H", "H", "H", "H", "H", "H", "H", "H"], "positions_angstrom": [[-0.191, 2.963, -4.112], [-0.188, 2.264, -3.193], [-0.180, 0.629, -1.399], [-0.187, 3.408, 0.475], [-0.191, 2.528, -0.301], [-0.173, -0.759, -3.083], [-0.264, -1.871, -2.651], [1.825, 0.778, -1.778], [3.054, 0.692, -1.894], [-2.218, 0.759, -1.775], [-3.382, 0.660, -1.884], [-0.074, -0.348, -4.114], [0.562, -2.923, 1.726], [0.125, -1.584, 2.097], [0.056, -0.652, 0.802], [-0.895, 0.520, 1.520], [-2.299, -0.089, 1.726], [1.712, -0.343, 0.668], [2.112, 0.739, 1.580], [1.510, -2.894, 1.207], [-0.229, -3.337, 1.118], [0.657, -3.468, 2.658], [-2.664, -0.412, 0.756], [-2.227, -0.895, 2.440], [-2.902, 0.725, 2.105], [1.882, 1.656, 1.059], [1.585, 0.640, 2.524], [3.181, 0.616, 1.723]]}


No. 5
{"formula": "C14H11BBrF4N2O2Tl", "method": "the ωB97M-V functional and the def2-TZVPD basis", "largest_force_ev_per_a": 0.37, "lumo_ev": -0.2, "elements": ["Tl", "C", "O", "C", "C", "C", "Br", "C", "C", "C", "O", "C", "N", "C", "C", "C", "C", "C", "C", "N", "H", "H", "H", "H", "H", "H", "H", "H", "H", "H", "H", "F", "B", "F", "F", "F"], "positions_angstrom": [[-0.997, 0.666, 0.339], [0.859, -0.548, -2.532], [1.126, -0.372, -1.142], [2.116, -1.120, -0.591], [3.052, -1.820, -1.327], [4.028, -2.558, -0.666], [5.304, -3.511, -1.692], [4.077, -2.612, 0.703], [3.128, -1.908, 1.453], [2.145, -1.155, 0.812], [1.206, -0.467, 1.495], [3.119, -1.960, 2.912], [2.191, -1.389, 3.645], [2.514, -1.663, 4.963], [1.865, -1.304, 6.142], [2.425, -1.725, 7.331], [3.602, -2.487, 7.357], [4.255, -2.854, 6.196], [3.687, -2.427, 5.002], [4.048, -2.599, 3.678], [1.686, -0.175, -3.138], [-0.039, 0.023, -2.745], [0.673, -1.599, -2.755], [3.040, -1.802, -2.406], [4.838, -3.208, 1.186], [1.322, -0.701, 2.464], [0.954, -0.720, 6.109], [1.947, -1.469, 8.268], [4.009, -2.797, 8.311], [5.160, -3.446, 6.217], [4.850, -3.105, 3.350], [-2.722, -0.535, -1.391], [-2.525, -1.649, -0.516], [-1.105, -1.871, -0.501], [-3.231, -2.750, -0.890], [-2.855, -1.196, 0.799]]}


No. 6
{"formula": "C23H27N4O4P2SSeTi", "method": "the ωB97M-V functional and the def2-TZVPD basis", "de_lowest_kj_mol": 21.7, "charge": -1, "largest_force_ev_per_a": 1.38, "lumo_ev": 2.3, "elements": ["Ti", "O", "C", "O", "C", "C", "N", "N", "C", "C", "O", "O", "H", "H", "H", "C", "P", "C", "C", "C", "C", "C", "C", "C", "P", "C", "C", "H", "H", "H", "H", "H", "H", "H", "H", "H", "H", "H", "H", "H", "H", "H", "H", "C", "N", "C", "Se", "N", "C", "C", "C", "C", "C", "C", "H", "H", "H", "H", "H", "H", "H", "H", "S"], "positions_angstrom": [[-0.023, -0.565, -0.167], [1.435, 2.268, 5.026], [2.305, 1.293, 4.830], [3.213, 1.068, 5.598], [2.149, 0.494, 3.586], [2.964, -0.562, 3.247], [2.535, -1.025, 2.060], [1.484, -0.340, 1.610], [1.228, 0.578, 2.517], [0.011, 1.407, 2.266], [-0.279, 2.305, 3.069], [-0.620, 1.097, 1.210], [0.745, 2.311, 4.293], [3.796, -0.994, 3.776], [2.842, -1.837, 1.551], [3.366, 1.359, -0.597], [2.086, 0.273, -1.417], [3.224, -0.927, -2.210], [1.599, 1.386, -2.790], [2.548, 1.857, -3.693], [2.190, 2.716, -4.722], [0.870, 3.123, -4.846], [-0.079, 2.661, -3.945], [0.268, 1.785, -2.920], [-0.983, 1.189, -1.711], [-1.593, 2.795, -1.059], [-2.398, 0.716, -2.760], [4.084, 1.801, -1.291], [3.915, 0.760, 0.134], [2.859, 2.160, -0.055], [4.244, -0.538, -2.237], [2.870, -1.147, -3.213], [3.194, -1.861, -1.648], [3.582, 1.544, -3.600], [2.939, 3.066, -5.421], [0.579, 3.798, -5.641], [-1.107, 2.986, -4.050], [-1.965, 3.449, -1.850], [-0.792, 3.297, -0.516], [-2.393, 2.591, -0.348], [-2.663, 1.509, -3.460], [-3.250, 0.522, -2.107], [-2.148, -0.198, -3.296], [-2.701, -2.998, -1.550], [-3.010, -1.809, -0.797], [-2.113, -1.130, 0.053], [-0.854, -2.405, 1.237], [-2.964, -0.283, 0.785], [-4.286, -0.459, 0.464], [-5.448, 0.129, 0.918], [-6.658, -0.295, 0.353], [-6.687, -1.278, -0.621], [-5.505, -1.876, -1.080], [-4.313, -1.447, -0.532], [-1.670, -3.277, -1.357], [-2.820, -2.828, -2.623], [-3.364, -3.809, -1.232], [-2.571, 0.446, 1.358], [-5.425, 0.890, 1.689], [-7.584, 0.155, 0.689], [-7.635, -1.592, -1.039], [-5.525, -2.640, -1.847], [0.162, -1.570, -2.189]]}